Entry 1:
ORCA calculation (ωB97M-V/def2-TZVPD) on a structure of composition C71H186N14O21 in a non-equilibrium geometry.

For the total energy, the calculation gives -5158.90901 hartree. The orbital gap is 6.651 eV. Its molar mass is 1572.35 g/mol. Its largest force on an atom is 19.79 eV Å⁻¹.

CARTESIAN COORDINATES (ANGSTROEM)
C: -4.087 -0.762 -2.400
C: -3.031 0.083 -1.726
C: -3.033 -0.238 -0.222
O: -1.760 -0.190 -2.201
H: -5.067 -0.410 -2.080
H: -3.944 -1.798 -2.092
H: -3.918 -0.783 -3.477
H: -3.228 1.144 -1.874
H: -4.026 -0.078 0.199
H: -2.373 0.447 0.310
H: -2.711 -1.269 -0.077
H: -1.202 0.472 -1.787
C: -7.219 6.112 -7.236
O: -6.690 5.020 -6.533
C: -6.516 3.822 -7.266
C: -6.199 2.650 -6.278
N: -5.020 2.787 -5.452
C: -5.170 1.897 -4.327
C: -3.846 1.835 -3.585
O: -3.762 2.976 -2.746
C: -2.423 3.197 -2.228
H: -6.492 6.546 -7.923
H: -7.611 6.826 -6.512
H: -8.113 5.837 -7.795
H: -5.755 3.918 -8.040
H: -7.372 3.538 -7.878
H: -6.213 1.709 -6.828
H: -7.083 2.674 -5.640
H: -4.953 3.705 -5.036
H: -5.374 0.923 -4.772
H: -5.901 2.356 -3.661
H: -2.993 1.797 -4.262
H: -3.946 0.943 -2.967
H: -1.678 3.348 -3.009
H: -2.033 2.479 -1.507
H: -2.461 4.162 -1.722
C: 0.868 4.325 1.491
O: -0.454 4.510 2.014
C: -0.614 5.820 2.623
C: -1.846 5.627 3.419
N: -3.057 5.795 2.557
C: -4.331 5.531 3.193
C: -4.677 6.571 4.286
O: -4.207 6.152 5.524
C: -4.344 7.092 6.581
H: 1.191 5.219 0.959
H: 0.942 3.519 0.761
H: 1.541 4.180 2.336
H: -0.817 6.550 1.840
H: 0.240 6.179 3.197
H: -1.942 6.469 4.105
H: -1.773 4.675 3.946
H: -2.936 5.315 1.676
H: -4.442 4.525 3.598
H: -5.053 5.579 2.377
H: -5.740 6.807 4.340
H: -4.254 7.495 3.892
H: -3.828 6.607 7.410
H: -5.406 7.211 6.797
H: -3.852 8.017 6.279
C: 0.912 -8.912 5.590
O: 1.163 -7.817 4.753
C: 1.438 -8.127 3.393
C: 1.979 -6.900 2.737
N: 0.881 -5.990 2.431
C: 1.451 -4.728 1.967
C: 0.216 -3.904 1.396
O: -0.766 -3.629 2.467
C: -0.418 -2.545 3.289
H: 0.547 -8.587 6.565
H: 1.877 -9.381 5.782
H: 0.215 -9.651 5.195
H: 0.624 -8.630 2.870
H: 2.241 -8.863 3.357
H: 2.431 -7.281 1.821
H: 2.744 -6.443 3.364
H: 0.424 -5.732 3.294
H: 2.247 -4.799 1.225
H: 1.914 -4.127 2.750
H: -0.297 -4.469 0.618
H: 0.514 -2.938 0.988
H: 0.338 -2.789 4.034
H: -1.371 -2.400 3.798
H: -0.176 -1.603 2.796
C: 3.446 -2.555 0.494
O: 3.118 -3.937 0.311
C: 4.310 -4.530 -0.353
C: 4.231 -6.075 -0.206
N: 4.765 -6.581 1.101
C: 4.593 -8.016 1.281
C: 4.892 -8.396 2.729
O: 3.922 -7.788 3.510
C: 3.949 -8.123 4.885
H: 2.661 -2.030 1.038
H: 3.745 -2.002 -0.397
H: 4.305 -2.540 1.164
H: 5.207 -4.092 0.084
H: 4.200 -4.193 -1.384
H: 4.856 -6.574 -0.946
H: 3.209 -6.433 -0.336
H: 4.141 -6.125 1.752
H: 5.217 -8.460 0.506
H: 3.530 -8.103 1.055
H: 5.891 -8.061 3.011
H: 4.736 -9.461 2.905
H: 4.753 -7.660 5.457
H: 3.823 -9.178 5.130
H: 3.042 -7.705 5.322
C: -2.131 1.697 3.321
O: -1.000 1.231 3.997
C: 0.246 1.533 3.409
C: 1.468 0.785 4.028
N: 1.351 -0.636 3.829
C: 2.453 -1.470 4.199
C: 3.553 -1.767 3.120
O: 4.137 -0.564 2.580
C: 5.320 -0.870 1.861
H: -1.953 1.670 2.246
H: -2.461 2.698 3.598
H: -2.966 1.018 3.494
H: 0.472 2.599 3.433
H: 0.257 1.400 2.327
H: 1.609 1.087 5.066
H: 2.266 1.280 3.475
H: 0.485 -1.001 4.197
H: 1.938 -2.409 4.405
H: 2.833 -1.110 5.155
H: 3.151 -2.365 2.302
H: 4.241 -2.441 3.630
H: 6.141 -0.828 2.576
H: 5.569 -0.042 1.198
H: 5.298 -1.828 1.341
C: -0.387 3.941 -3.815
O: 0.474 4.252 -2.673
C: 0.053 5.332 -1.803
C: 1.055 5.330 -0.672
N: 2.391 5.467 -1.207
C: 3.379 5.420 -0.144
C: 3.652 4.004 0.475
O: 2.626 3.811 1.452
C: 2.943 2.679 2.258
H: -0.615 4.809 -4.433
H: -1.322 3.416 -3.621
H: 0.119 3.218 -4.455
H: -0.970 5.137 -1.483
H: 0.131 6.260 -2.370
H: 1.006 4.459 -0.018
H: 0.850 6.157 0.008
H: 2.546 4.704 -1.850
H: 3.229 6.313 0.463
H: 4.274 5.729 -0.684
H: 4.650 4.048 0.911
H: 3.644 3.301 -0.358
H: 2.974 1.716 1.751
H: 2.272 2.666 3.117
H: 3.948 2.721 2.679
C: 7.633 0.782 -1.212
C: 6.212 0.562 -1.716
C: 5.234 0.103 -0.584
O: 3.910 0.066 -1.145
C: 2.828 -0.303 -0.278
N: 5.823 1.738 -2.445
H: 8.359 0.893 -2.017
H: 7.903 -0.150 -0.716
H: 7.705 1.598 -0.493
H: 6.151 -0.201 -2.492
H: 5.154 0.874 0.182
H: 5.458 -0.886 -0.184
H: 2.860 -1.376 -0.090
H: 1.847 -0.067 -0.693
H: 2.848 0.124 0.725
H: 6.009 2.544 -1.865
H: 4.834 1.586 -2.303
C: -0.128 -5.551 -1.510
C: 1.372 -5.159 -1.745
C: 1.759 -3.640 -1.503
O: 0.984 -2.766 -2.360
C: 1.168 -1.337 -2.190
N: 2.251 -5.955 -0.942
H: -0.505 -5.224 -0.541
H: -0.229 -6.627 -1.652
H: -0.784 -4.954 -2.143
H: 1.582 -5.344 -2.799
H: 2.819 -3.448 -1.671
H: 1.543 -3.372 -0.469
H: 0.623 -0.753 -2.933
H: 2.234 -1.170 -2.347
H: 0.879 -1.083 -1.170
H: 1.616 -6.532 -0.409
H: 2.708 -5.388 -0.243
C: -1.929 -1.676 1.902
C: -3.066 -2.298 2.826
C: -3.915 -1.196 3.497
O: -3.162 -0.390 4.384
C: -3.833 0.731 4.816
N: -3.865 -3.205 2.037
H: -2.265 -1.309 0.932
H: -1.262 -2.526 1.761
H: -1.368 -0.889 2.406
H: -2.582 -2.937 3.565
H: -4.831 -1.601 3.926
H: -4.353 -0.566 2.722
H: -4.818 0.622 5.270
H: -4.067 1.498 4.078
H: -3.228 1.197 5.594
H: -4.644 -3.621 2.525
H: -3.327 -4.043 1.868
C: -3.683 2.525 2.248
C: -4.261 3.298 0.993
C: -3.595 2.714 -0.293
O: -2.187 2.610 -0.298
C: -1.521 3.867 -0.248
N: -5.707 3.204 0.978
H: -2.607 2.679 2.326
H: -3.761 1.441 2.154
H: -4.055 2.862 3.216
H: -4.008 4.353 1.099
H: -3.989 3.205 -1.183
H: -4.011 1.711 -0.389
H: -1.733 4.380 0.690
H: -1.821 4.501 -1.082
H: -0.450 3.678 -0.319
H: -6.008 3.420 0.038
H: -6.029 2.272 1.197
C: -3.673 -5.662 0.365
C: -2.370 -4.897 0.732
C: -2.181 -3.633 0.004
O: -1.967 -3.842 -1.377
C: -1.391 -2.804 -2.140
N: -2.349 -4.682 2.164
H: -3.784 -5.905 -0.692
H: -4.518 -4.994 0.531
H: -3.838 -6.627 0.845
H: -1.477 -5.512 0.620
H: -1.318 -3.094 0.393
H: -2.976 -2.896 0.120
H: -2.014 -1.910 -2.092
H: -1.348 -3.176 -3.164
H: -0.405 -2.667 -1.696
H: -2.458 -5.598 2.574
H: -1.462 -4.477 2.603
C: 3.798 3.651 -5.523
C: 4.562 3.628 -4.228
C: 3.607 3.318 -3.035
O: 3.100 1.970 -3.183
C: 2.271 1.509 -2.110
N: 5.553 2.607 -4.377
H: 4.451 3.562 -6.391
H: 3.075 4.447 -5.705
H: 3.194 2.760 -5.693
H: 4.996 4.626 -4.168
H: 2.781 4.017 -3.167
H: 4.098 3.475 -2.074
H: 2.169 0.425 -2.071
H: 1.272 1.939 -2.180
H: 2.587 1.752 -1.095
H: 4.870 1.864 -4.406
H: 5.897 2.404 -3.450
C: -2.130 0.964 -4.218
C: -1.097 -0.102 -4.613
C: 0.392 0.416 -4.338
O: 0.494 1.707 -4.989
C: 1.761 2.214 -5.221
N: -1.377 -1.292 -3.884
H: -3.114 0.565 -4.464
H: -1.943 1.746 -4.955
H: -2.125 1.269 -3.172
H: -1.235 -0.209 -5.689
H: 1.079 -0.309 -4.774
H: 0.592 0.509 -3.271
H: 2.347 1.494 -5.790
H: 2.195 2.418 -4.242
H: 1.524 3.085 -5.832
H: -1.597 -1.017 -2.937
H: -2.187 -1.756 -4.270
C: 0.871 2.312 -0.468
C: 0.126 1.148 -1.115
C: -0.066 0.091 0.002
O: 1.047 -0.605 0.421
C: 0.798 -1.772 1.165
N: -1.106 1.601 -1.633
H: 1.082 3.100 -1.191
H: 1.855 1.993 -0.123
H: 0.311 2.700 0.383
H: 0.622 0.780 -2.014
H: -0.870 -0.572 -0.317
H: -0.464 0.522 0.921
H: 1.791 -2.179 1.356
H: 0.184 -2.531 0.682
H: 0.391 -1.471 2.131
H: -1.535 2.099 -0.866
H: -0.955 2.272 -2.373

Mulliken atomic charge list, values in e, 5 entries:
1. C -1.5668
2. C 0.1692
3. C -0.1617
4. O -0.1642
5. H 0.4101

=====

Entry 2:
ORCA calculation (ωB97M-V/def2-TZVPD) on the ion C4H8NO with charge +1 in a non-equilibrium geometry.

As for the expectation value of S²: 2.0126. Its spin multiplicity is 3. For the total energy, the calculation gives -286.67022 hartree. The net charge is +1. The orbital gap (alpha / beta) is 6.044 / 6.274 eV. Its molar mass is 86.11 g/mol. Its largest force on an atom is 11.45 eV Å⁻¹.

CARTESIAN COORDINATES (ANGSTROEM)
C: -0.408 -0.744 0.079
C: -1.694 -0.683 0.258
C: 1.650 -0.086 0.639
C: -2.703 0.345 -0.290
N: 2.866 0.186 -0.220
O: 0.716 -0.608 -0.303
H: -2.260 -1.454 0.937
H: 1.261 0.790 1.125
H: -2.183 0.910 -1.158
H: -2.967 1.026 0.593
H: -3.664 -0.133 -0.417
H: 3.698 0.164 0.286
H: 2.776 1.039 -0.726
H: 2.911 -0.750 -0.804

Mulliken atomic charge list, values in e, 5 entries:
1. C 0.1339
2. C -0.1433
3. C -0.1732
4. C -0.9273
5. N -0.2300